{
  "formula": "C39H51BrCl2LaN6O5P2Te",
  "method": "ωB97M-V/def2-TZVPD",
  "species": ["La", "Cl", "C", "C", "C", "N", "C", "O", "C", "C", "C", "C", "C", "N", "C", "C", "C", "Cl", "N", "C", "O", "C", "C", "C", "C", "C", "N", "H", "H", "H", "H", "H", "H", "H", "H", "H", "H", "C", "C", "O", "P", "O", "Te", "O", "C", "C", "H", "H", "H", "H", "H", "H", "H", "H", "H", "H", "Br", "C", "C", "C", "C", "N", "C", "H", "H", "H", "H", "C", "C", "C", "C", "P", "N", "C", "C", "C", "C", "C", "C", "C", "C", "H", "H", "H", "H", "H", "H", "H", "H", "H", "H", "H", "H", "H", "H", "H", "H", "H", "H", "H", "H", "H", "H", "H", "H", "H", "H", "H"],
  "positions_angstrom": [[-15.492443, -7.736784, 12.247899], [-10.295452, -2.741632, 11.608788], [-11.931500, -3.374691, 11.483733], [-12.358223, -4.243579, 12.473996], [-13.602537, -4.910003, 12.407691], [-14.040684, -5.864139, 13.331166], [-13.636243, -5.756813, 14.630929], [-12.727585, -5.066808, 15.122012], [-14.495004, -6.566059, 15.529973], [-14.299121, -6.569091, 16.895386], [-15.139658, -7.257870, 17.734107], [-16.210376, -7.955667, 17.129282], [-16.309353, -7.942319, 15.750885], [-15.480213, -7.252778, 14.950747], [-14.388154, -4.701607, 11.221906], [-13.986612, -3.747043, 10.293406], [-12.770189, -3.105620, 10.416443], [-12.241678, -2.068894, 9.171003], [-15.488155, -5.501887, 10.998070], [-16.536503, -5.019497, 10.324209], [-16.761760, -3.828313, 10.076599], [-17.557557, -6.060930, 9.905359], [-18.669665, -5.676725, 9.148877], [-19.650441, -6.592828, 8.761977], [-19.446569, -7.910830, 9.082632], [-18.319597, -8.220678, 9.831403], [-17.429228, -7.337930, 10.293233], [-11.713515, -4.526256, 13.280814], [-13.462581, -6.001707, 17.288287], [-15.002667, -7.317955, 18.821426], [-16.916457, -8.598914, 17.673309], [-17.053074, -8.525256, 15.258027], [-14.570227, -3.623494, 9.406334], [-18.748444, -4.610236, 8.885578], [-20.491825, -6.214871, 8.202913], [-20.123567, -8.733427, 8.799190], [-18.087250, -9.239056, 10.092879], [-11.140755, -7.105109, 11.662618], [-11.957035, -6.885405, 10.422662], [-13.184678, -7.669097, 10.647440], [-13.870163, -8.399037, 9.327697], [-15.043288, -9.002391, 10.107097], [-14.176474, -7.118578, 7.430028], [-12.814110, -9.517902, 8.902074], [-12.452011, -10.602121, 9.814028], [-10.994908, -10.983909, 9.633648], [-10.300688, -6.426576, 11.643853], [-10.716888, -8.093130, 11.637101], [-11.691892, -6.983617, 12.560462], [-11.447832, -7.233770, 9.502922], [-12.201533, -5.847863, 10.322423], [-13.102444, -11.451778, 9.589181], [-12.644125, -10.232213, 10.824207], [-10.856363, -11.450743, 8.643200], [-10.711369, -11.686176, 10.421964], [-10.396847, -10.090417, 9.684080], [-21.336953, -9.118104, 13.993743], [-20.154545, -7.689971, 13.781725], [-20.492587, -6.385466, 14.021291], [-19.574394, -5.371980, 13.774004], [-18.311407, -5.716395, 13.347705], [-17.953206, -6.997414, 13.157546], [-18.836048, -7.983671, 13.433367], [-21.482281, -6.221071, 14.384947], [-19.806200, -4.340829, 13.911563], [-17.572129, -4.978321, 13.171430], [-18.440533, -9.014325, 13.361085], [-13.712469, -12.806912, 14.698965], [-14.375056, -11.403840, 14.640022], [-14.465290, -10.875171, 16.083683], [-13.377398, -10.458979, 13.941511], [-15.991784, -11.231935, 13.717209], [-16.339928, -9.807454, 13.271822], [-15.922896, -12.472522, 12.293381], [-14.715088, -12.084110, 11.428243], [-17.108740, -12.204020, 11.279204], [-15.793806, -14.003432, 12.457916], [-17.327137, -11.965835, 14.813375], [-17.856379, -10.856517, 15.743508], [-16.982647, -13.228221, 15.703432], [-18.600860, -12.360632, 13.989428], [-12.876633, -12.748313, 15.387889], [-13.335861, -13.186778, 13.775793], [-14.371776, -13.610789, 15.059696], [-13.463065, -10.722883, 16.438230], [-14.960245, -11.612830, 16.725897], [-14.977805, -9.898892, 16.162563], [-12.397701, -10.625281, 14.391520], [-13.593508, -9.410740, 14.108696], [-13.325034, -10.625054, 12.847265], [-14.771647, -11.018700, 11.168278], [-14.755796, -12.617371, 10.493193], [-13.787511, -12.372621, 11.867151], [-17.330495, -11.150537, 11.186906], [-18.010361, -12.749629, 11.530987], [-16.773370, -12.565132, 10.313929], [-14.869814, -14.256401, 12.977846], [-15.688851, -14.424507, 11.459429], [-16.624431, -14.498885, 12.957518], [-17.086004, -10.346557, 16.287091], [-18.500516, -11.301797, 16.507126], [-18.433018, -10.127530, 15.153013], [-16.283140, -12.977708, 16.470956], [-16.487904, -14.008988, 15.102524], [-17.890213, -13.660706, 16.189873], [-18.901954, -11.595311, 13.227369], [-19.407326, -12.503403, 14.692898], [-18.367796, -13.311965, 13.498010]],
  "atomic_forces_ev_per_a": [[0.040, -0.290, -0.363], [-0.425, -0.011, -0.109], [0.013, -0.275, 0.474], [-0.704, -0.575, 0.038], [0.709, 0.526, -1.202], [0.187, 0.371, 0.766], [0.571, 0.626, -1.441], [-0.554, -0.402, -0.074], [-0.675, -0.572, -0.155], [0.780, 0.523, 0.851], [-1.273, -0.974, -0.108], [0.357, -0.026, 0.476], [0.431, 0.732, 0.109], [-0.370, -0.575, 0.769], [0.454, 0.495, 0.990], [0.445, -0.442, 0.253], [0.267, -0.221, 0.264], [0.170, 0.653, -0.747], [-0.760, -0.811, 0.038], [0.175, 0.595, 0.377], [-0.431, -0.348, -0.358], [-0.972, -0.315, -0.182], [0.021, 0.849, -0.115], [0.808, 1.026, 0.102], [-0.143, -1.058, 0.134], [0.397, -0.021, 0.383], [0.008, 0.376, -0.341], [0.246, 0.266, 0.205], [-0.026, -0.028, -0.145], [0.057, 0.222, -0.533], [0.399, 0.527, -0.015], [-0.257, -0.163, -0.320], [-0.165, 0.237, -0.245], [0.066, -0.636, 0.161], [-0.210, -0.231, -0.081], [0.356, 0.618, 0.083], [-0.126, -0.329, 0.089], [1.037, -0.142, -1.083], [-0.319, -0.892, 0.439], [0.786, 0.459, -1.099], [-1.041, -0.325, 1.174], [0.476, -0.059, -0.512], [-0.096, 0.345, -0.101], [0.701, -0.897, 0.254], [-0.289, 0.594, -0.262], [-0.658, -0.182, -0.555], [0.281, 0.393, 0.201], [0.139, -0.689, 0.142], [-0.632, 0.287, 0.761], [-0.315, 0.092, 0.465], [-0.399, 0.496, -0.283], [0.049, 0.235, 0.127], [0.068, -0.278, 0.011], [0.074, 0.157, 0.429], [0.079, 0.052, -0.114], [0.444, 0.274, 0.100], [-0.404, -0.248, 0.156], [1.580, -0.268, 0.012], [-0.300, 0.249, -0.218], [-0.042, -0.564, 0.166], [-0.504, -1.266, -0.097], [-0.518, -0.386, 0.727], [0.355, 0.453, -0.634], [-0.522, 0.540, 0.109], [-0.271, 0.488, 0.182], [0.682, 0.587, -0.322], [-0.147, 0.597, -0.212], [-0.874, -0.059, 0.692], [0.608, 0.115, -0.072], [-0.989, -0.051, -0.209], [0.148, -0.324, -0.730], [-0.820, -1.128, -0.044], [0.220, 0.390, -0.197], [-0.210, -0.126, -1.629], [-0.618, 0.687, 0.044], [0.380, -0.419, 0.809], [0.129, 0.375, 0.467], [-1.232, -0.574, 0.939], [-0.178, -0.180, -0.146], [-0.281, 0.135, -1.179], [1.221, 0.214, -0.693], [0.256, 0.019, 0.192], [0.345, 0.161, -0.838], [0.045, 0.457, 0.140], [0.623, -0.003, 0.324], [0.118, 0.354, 0.064], [0.231, -0.644, -0.174], [0.199, -0.065, -0.141], [-0.324, 0.284, 0.132], [0.140, 0.118, 0.722], [0.264, -0.252, 0.177], [-0.177, -0.346, -0.476], [0.844, 0.093, 0.472], [0.012, 0.323, 0.094], [-0.136, 0.001, 0.066], [-0.007, -0.062, -0.270], [-0.154, -0.110, 0.070], [-0.175, -0.100, -0.157], [-0.096, 0.056, 0.016], [0.454, 0.252, 0.155], [-0.241, -0.048, -0.149], [0.196, -0.218, 0.375], [0.342, 0.201, 0.629], [-0.423, 0.149, 0.179], [0.503, 0.413, -0.474], [0.342, -0.618, 0.725], [-0.364, -0.088, 0.190], [-0.482, 0.176, -0.089]],
  "lowdin_charge": [1.952, 0.608, -0.682, -0.078, -0.229, -0.035, -0.476, 0.012, -0.207, -0.013, -0.046, -0.070, -0.185, 0.030, -0.246, -0.054, -0.720, 0.668, -0.036, -0.515, 0.006, -0.194, 0.004, -0.066, -0.065, -0.125, 0.027, 0.090, 0.117, 0.110, 0.109, 0.040, 0.103, 0.121, 0.101, 0.111, 0.096, -0.060, -0.248, -0.415, 0.000, -0.554, 0.343, -0.331, -0.266, -0.061, 0.083, 0.065, 0.053, 0.113, 0.082, 0.102, 0.084, 0.084, 0.077, 0.065, 0.775, -0.687, -0.103, -0.032, -0.107, -0.022, -0.201, 0.096, 0.104, 0.110, 0.059, -0.078, -0.573, -0.075, -0.096, 0.760, -0.410, -0.545, -0.153, -0.084, -0.081, -0.557, -0.110, -0.072, -0.098, 0.080, 0.051, 0.067, 0.078, 0.070, 0.057, 0.089, 0.051, 0.053, 0.048, 0.075, 0.059, 0.046, 0.054, 0.075, 0.054, 0.081, 0.062, 0.025, 0.088, 0.049, 0.038, 0.055, 0.092, 0.080, 0.070, 0.058],
  "charge": -1,
  "relative_energy_kj_mol": 98.97,
  "lumo_ev": 1.876,
  "homo_lumo_gap_ev": 6.355,
  "e_tot_ev": -182276.704
}